Here is a 8-piece molecular cluster, C50H41BIN2O19 overall in a non-equilibrium geometry from the OMol25 dataset. Energies are from ωB97M-V with the def2-TZVPD basis set.

Values from the calculation:
net charge: -1
highest occupied orbital energy: -0.1813 hartree
LUMO level: -0.574 eV
gap between HOMO and LUMO: 4.359 eV
maximum force: 0.07432 Eh/bohr
E: -3791.333578 Eh

Positions of all 114 atoms, in Å:
C (-0.669, 0.431, 0.794)
C (-1.191, 0.472, -0.501)
N (-2.344, 1.255, -0.822)
I (-4.143, 0.321, -0.542)
C (-2.213, 2.075, -2.054)
C (-1.334, 3.340, -1.570)
C (-0.246, 3.838, -2.592)
C (1.160, 3.147, -2.437)
N (1.378, 2.107, -1.502)
O (2.103, 3.502, -3.137)
C (-1.516, 1.370, -3.281)
B (-2.233, 0.019, -3.805)
O (-2.951, -0.058, -5.030)
O (-2.188, -1.156, -3.020)
C (-3.579, 2.761, -2.490)
O (-3.991, 2.714, -3.661)
O (-4.269, 3.453, -1.629)
H (-1.228, 0.047, 1.676)
H (0.392, 0.743, 0.980)
H (-0.659, -0.182, -1.233)
H (-0.811, 3.133, -0.603)
H (-1.994, 4.223, -1.360)
H (-0.573, 3.883, -3.657)
H (-0.033, 4.912, -2.315)
H (2.387, 1.970, -1.460)
H (1.057, 2.344, -0.564)
H (-0.451, 1.063, -3.076)
H (-1.585, 2.071, -4.156)
H (-2.297, -0.081, -5.751)
H (-2.049, -1.925, -3.596)
C (2.418, -3.241, -1.020)
C (2.285, -4.565, -1.023)
C (0.958, -5.203, -1.184)
O (0.838, -6.414, -1.185)
C (-0.213, -4.314, -1.344)
C (-0.082, -2.988, -1.341)
C (1.246, -2.348, -1.180)
O (1.370, -1.142, -1.178)
H (3.380, -2.757, -0.902)
H (3.131, -5.232, -0.908)
H (-1.174, -4.799, -1.461)
H (-0.930, -2.322, -1.456)
C (-2.222, -2.835, 5.082)
C (-2.024, -2.955, 6.393)
C (-1.702, -1.779, 7.232)
O (-1.519, -1.889, 8.431)
C (-1.611, -0.463, 6.559)
C (-1.809, -0.342, 5.248)
C (-2.131, -1.518, 4.408)
O (-2.313, -1.409, 3.215)
H (-2.458, -3.684, 4.452)
H (-2.087, -3.909, 6.902)
H (-1.375, 0.385, 7.189)
H (-1.746, 0.612, 4.738)
C (4.375, -1.177, 9.509)
C (3.742, -0.197, 8.868)
C (2.429, -0.426, 8.220)
O (1.852, 0.466, 7.634)
C (1.849, -1.785, 8.314)
C (2.483, -2.765, 8.955)
C (3.794, -2.537, 9.603)
O (4.373, -3.429, 10.189)
H (5.335, -1.029, 9.988)
H (4.151, 0.803, 8.791)
H (0.891, -1.933, 7.837)
H (2.073, -3.764, 9.033)
C (0.006, -9.489, -0.613)
C (0.352, -10.495, -1.415)
C (-0.250, -11.838, -1.268)
O (0.066, -12.757, -1.997)
C (-1.255, -12.022, -0.194)
C (-1.602, -11.018, 0.608)
C (-0.998, -9.673, 0.460)
O (-1.316, -8.758, 1.191)
H (0.438, -8.499, -0.707)
H (1.084, -10.378, -2.205)
H (-1.686, -13.012, -0.102)
H (-2.333, -11.135, 1.398)
C (-8.315, 6.946, -2.455)
C (-8.826, 6.379, -3.544)
C (-8.212, 5.167, -4.141)
O (-8.684, 4.654, -5.139)
C (-7.013, 4.612, -3.477)
C (-6.499, 5.178, -2.385)
C (-7.111, 6.388, -1.790)
O (-6.651, 6.911, -0.793)
H (-8.749, 7.832, -2.006)
H (-9.704, 6.771, -4.043)
H (-6.576, 3.727, -3.924)
H (-5.615, 4.775, -1.892)
C (5.068, 0.129, 1.617)
C (6.378, 0.010, 1.826)
C (7.353, 0.840, 1.081)
O (8.548, 0.730, 1.271)
C (6.816, 1.807, 0.097)
C (5.506, 1.926, -0.113)
C (4.532, 1.096, 0.632)
O (3.338, 1.205, 0.444)
H (4.340, -0.469, 2.151)
H (6.788, -0.691, 2.542)
H (7.543, 2.405, -0.438)
H (5.096, 2.628, -0.829)
C (2.183, 5.759, -5.075)
C (3.494, 5.644, -4.872)
C (4.464, 6.474, -5.619)
O (5.662, 6.369, -5.436)
C (3.921, 7.442, -6.602)
C (2.611, 7.559, -6.806)
C (1.640, 6.726, -6.057)
O (0.446, 6.835, -6.242)
H (1.464, 5.158, -4.537)
H (3.905, 4.942, -4.158)
H (4.646, 8.042, -7.138)
H (2.197, 8.260, -7.520)

Atoms 1-3, force components in eV/Å:
-0.16 -0.33 -0.33
0.56 0.23 1.36
-0.14 -1.04 -0.14